[1]
Density functional theory data (ωB97M-V/def2-TZVPD) for a structure of composition C38H39BrCoN6O4.

Atoms and positions in Å:
1 Co 0.270452 -0.029833 -0.094123
2 C -6.440258 -0.849281 1.786719
3 C -5.078069 -0.370811 1.370364
4 C -4.724717 0.964581 1.391862
5 C -3.455373 1.425644 0.989341
6 C -3.132265 2.779657 1.275798
7 N -2.010184 3.365941 0.997762
8 C -1.600698 4.656430 1.558462
9 C -0.129905 4.641350 2.012290
10 C 0.459168 3.298043 2.420494
11 N -0.050696 2.769123 3.694560
12 C 0.395076 1.716007 4.314049
13 C 1.339700 0.742984 3.846059
14 C 2.259076 0.293421 4.816883
15 C 3.341145 -0.513014 4.513547
16 C 4.347777 -0.921438 5.551632
17 C 3.461466 -0.912688 3.186541
18 C 2.528122 -0.573386 2.202128
19 C 2.711979 -1.106092 0.874957
20 N 1.945961 -0.946020 -0.142957
21 C 2.191912 -1.783351 -1.327344
22 C 1.043546 -2.802162 -1.463837
23 C 0.227551 -2.939880 -0.187518
24 N -0.576248 -1.722759 0.078347
25 C -1.827539 -1.880868 0.320488
26 C -2.796114 -0.856781 0.603726
27 C -4.075934 -1.261515 0.996854
28 C -2.479411 0.514641 0.503354
29 O -1.363166 0.952805 -0.017240
30 C 1.406739 0.222128 2.523942
31 O 0.439391 0.456667 1.685052
32 H -7.172170 -0.045956 1.736358
33 H -6.422928 -1.224662 2.810863
34 H -6.783339 -1.658066 1.143230
35 H -5.447699 1.695048 1.740093
36 H -3.852322 3.361724 1.845251
37 H -1.365545 2.827109 0.419272
38 H -2.275761 4.878105 2.384380
39 H -1.738015 5.436276 0.809822
40 H -0.004826 5.379770 2.806765
41 H 0.495621 4.995618 1.191008
42 H 1.539141 3.409291 2.546627
43 H 0.299202 2.535967 1.662492
44 H -0.666397 3.371795 4.228631
45 H 0.067517 1.627957 5.346540
46 H 2.134736 0.634269 5.839601
47 H 3.961340 -0.770024 6.557360
48 H 5.262647 -0.335672 5.452961
49 H 4.614443 -1.972132 5.446249
50 H 4.302398 -1.538104 2.903554
51 H 3.592740 -1.734002 0.740824
52 H 3.142651 -2.298307 -1.190823
53 H 2.277940 -1.152853 -2.211202
54 H 1.452086 -3.776604 -1.728087
55 H 0.374324 -2.516205 -2.274644
56 H 0.866008 -3.116509 0.679307
57 H -0.451403 -3.787577 -0.269747
58 H -2.201888 -2.903598 0.333528
59 H -4.290435 -2.325364 1.020263
60 C 2.469627 2.196715 -0.064879
61 O 1.257406 1.696592 -0.675644
62 C 1.145416 1.952630 -2.049892
63 C 1.690015 3.062583 -2.656707
64 C 1.465676 3.229565 -4.023600
65 Br 2.187195 4.735591 -4.875108
66 C 0.729096 2.316253 -4.749851
67 C 0.191233 1.177443 -4.137539
68 C 0.425759 1.021922 -2.780908
69 O -0.103540 -0.081657 -2.049679
70 C -0.618189 0.276434 -4.962952
71 N -1.101320 0.653514 -6.109656
72 C -1.799050 -0.433164 -6.595366
73 C -2.506158 -0.572192 -7.794364
74 C -3.096309 -1.789571 -8.041488
75 C -2.995262 -2.856777 -7.127051
76 C -2.306233 -2.736951 -5.938717
77 C -1.718198 -1.499992 -5.692507
78 N -0.967989 -1.015924 -4.632276
79 H 2.396450 3.275018 0.064183
80 H 3.325858 1.956706 -0.693506
81 H 2.566950 1.714421 0.901064
82 H 2.270346 3.794740 -2.115793
83 H 0.547469 2.454307 -5.806348
84 H -1.073037 0.001892 -2.068193
85 H -2.571744 0.248805 -8.494411
86 H -3.646891 -1.940347 -8.959545
87 H -3.469361 -3.798084 -7.369497
88 H -2.230011 -3.565892 -5.247161
89 H -0.590157 -1.570073 -3.887134

Atoms 1-2, force components in eV/Å:
0.21 0.35 -0.18
0.00 -0.01 0.00

multiplicity: 1
HOMO-LUMO gap: 5.27 eV
charge: +3
E_HOMO: -14.145 eV

Atomic partial charges in e from the Mulliken method, atoms 1 to 4: -0.32, -1.61, -0.29, -0.51



[2]
Density functional theory data (ωB97M-V/def2-TZVPD) for a structure of composition C7H10F5NOTeV in a non-equilibrium geometry.

Atoms and positions in Å:
1 C -1.824647 0.052229 -1.844645
2 C -1.937298 -0.901794 -0.792829
3 C -0.671910 -1.520881 -0.593187
4 C 0.231558 -1.015463 -1.565011
5 C -0.492190 -0.076054 -2.389527
6 V -0.272889 0.874632 -0.368458
7 N 0.750881 1.683574 -1.518138
8 C -1.681597 1.190989 1.446974
9 C -2.130124 -0.052792 1.751125
10 H -0.444377 -2.288347 0.139820
11 H -2.859615 -1.160120 -0.285296
12 H 1.266613 -1.311290 -1.692339
13 H -0.147420 0.381963 -3.311130
14 H -2.601307 0.712264 -2.227292
15 H -3.202211 -0.271262 1.733114
16 H -1.122444 1.758871 2.206626
17 H 1.502219 2.134024 -2.028010
18 H -1.482294 -0.800412 2.203046
19 H -2.147653 1.810071 0.636484
20 F 3.270099 1.593977 1.729702
21 Te 2.733351 -0.161448 1.219252
22 F 3.148017 0.256599 -0.598709
23 F 2.250925 -1.916376 0.620347
24 F 4.518810 -0.769621 1.469412
25 F 2.358704 -0.659663 3.005026
26 O 0.986799 0.456332 1.053642

Atoms 1-2, force components in eV/Å:
0.82 -0.35 -0.53
0.50 -0.77 -0.18

multiplicity: 3
HOMO-LUMO gap (alpha / beta): 3.71 / 6.22 eV
charge: -1
E_HOMO (alpha / beta): -1.894 / -3.980 eV

Atomic partial charges in e from the Mulliken method, atoms 1 to 4: -0.77, -0.34, -0.42, -0.37



[3]
Density functional theory data (ωB97M-V/def2-TZVPD) for the molecule C7H10 in a non-equilibrium geometry.

Atoms and positions in Å:
1 C -1.989185 -2.202253 -1.521414
2 C -1.003408 -2.659879 -0.716314
3 C -0.463209 -1.692765 0.246474
4 C -0.352116 -0.346118 0.056071
5 C 0.519097 0.548014 0.759789
6 C 0.775410 1.735801 0.212084
7 C 1.750905 2.682219 0.783614
8 H -1.900836 -1.147332 -1.720544
9 H -2.772650 -2.912533 -1.795385
10 H -0.806796 -3.775548 -0.501060
11 H 0.014296 -1.903501 1.164520
12 H -0.968296 0.141831 -0.731515
13 H 0.997534 0.398827 1.738790
14 H 0.132221 2.127009 -0.676714
15 H 1.580913 3.187002 1.800490
16 H 1.692064 3.611550 0.166395
17 H 2.794056 2.207676 0.734720

Atoms 1-2, force components in eV/Å:
1.20 -1.70 0.65
-1.40 -0.99 1.42

multiplicity: 1
HOMO-LUMO gap: 8.12 eV
charge: 0
SMILES: C=C/C=C/C=C/C
E_HOMO: -7.654 eV

Atomic partial charges in e from the Mulliken method, atoms 1 to 4: -0.54, -0.32, -0.03, -0.07



Taking the records one at a time from the top gives energy above the lowest of the compared OMol25 structures with the same formula, charge and spin values of 0.039; 0.381; 3.205 eV.
Taking the records one at a time from the top gives total energy values of -6056.8900; -2114.0051; -272.6002 a.u..